# 1
The following is a quantum chemistry calculation of a single C22H28ClN3O2S molecule, from OMol25.

```
57
Properties=species:S:1:pos:R:3:forces:R:3
O -1.46068 -1.82441 -1.28600 -0.3474 -0.1508 -0.2664
C -5.72872 -0.88113 -0.23989 -0.1474 0.1589 0.1951
H 5.84706 -2.58608 0.06295 -0.0361 0.0337 -0.0995
C 2.18890 -0.26750 -2.34939 -0.0956 0.2011 0.2660
S -0.86186 -0.85561 2.12245 -0.1065 0.0698 -0.0097
N -3.37157 1.94569 -0.46675 -0.4584 0.1138 -0.2630
C -0.58229 -2.20481 0.91393 -0.3130 0.1477 0.1806
C 0.72989 -0.09968 -1.92899 -0.0725 -0.0499 -0.2810
H -3.40880 -1.67792 2.17479 0.0381 -0.0153 -0.1108
H 3.59225 -2.29056 -1.04482 -0.0242 -0.0668 0.0192
C -0.00587 1.89929 1.02417 0.3020 0.3320 -0.0294
N 0.48088 -0.81180 -0.70069 0.1951 0.0104 -0.0842
H 2.38734 -1.32306 -2.53996 0.0163 -0.0384 -0.0896
H -5.92716 1.20875 0.23721 -0.0304 0.0058 -0.0322
H -5.67297 -2.37747 1.32289 -0.0101 0.0290 0.0675
H 0.60506 1.28895 1.67064 0.0994 -0.0071 0.0042
H 3.11936 1.21916 1.13380 -0.0137 -0.0571 0.0405
H 2.34898 0.27625 -3.28132 0.0369 -0.0261 -0.0548
O 5.72201 -0.90808 1.16220 0.0133 -0.0689 0.0991
C -1.87029 0.24720 1.12966 -0.0111 -0.4084 0.3761
H 5.75683 -1.08467 -0.89277 0.0042 -0.0616 0.0684
H -5.25652 -1.49158 -1.01208 -0.0242 -0.0693 -0.0518
H -5.46124 0.91743 -1.43087 0.0185 0.0602 0.0527
C 3.57675 0.23017 1.12256 0.3754 0.0581 0.1066
H 4.17386 0.30612 -1.74670 -0.0178 0.1030 0.0680
H 5.46861 0.98290 0.36922 0.0089 -0.0197 0.0688
H 0.38184 -2.63530 1.17973 0.0293 -0.0424 -0.0139
N 3.13342 -0.49740 -0.06134 0.1401 0.0774 0.1882
H 0.50631 0.96528 -1.78298 -0.0189 -0.0046 -0.0906
H 3.49433 -2.37472 0.72511 0.0353 -0.0772 -0.0665
C 5.36420 -1.61016 -0.00776 -0.2307 -0.1282 -0.1818
H 3.22950 -0.33204 1.99625 0.0225 0.0848 0.0459
C 0.45977 3.08231 0.51916 -0.1687 -0.3646 0.1604
C 3.84261 -1.77120 -0.11960 0.2809 -0.0545 0.0254
H 0.08232 4.81773 -0.69229 0.0315 0.0751 -0.0272
C 5.10113 0.36024 1.20002 -0.2935 0.1639 0.0556
C -3.15512 -0.09431 0.77665 0.4126 0.1186 0.1263
C -3.87878 0.82411 -0.03274 0.0626 0.1820 -0.0435
C -5.31018 0.57326 -0.40687 -0.1905 -0.1988 -0.1265
H -3.40998 -2.15497 0.46808 0.0361 -0.0436 0.0643
Cl 2.06400 3.61876 0.90598 0.1553 0.1418 0.0487
H -6.81083 -0.96733 -0.35284 0.0189 -0.0296 -0.0729
C -5.28695 -1.37469 1.13155 0.0827 -0.1497 -0.2199
H -1.36447 -2.95593 1.00893 0.0900 0.0359 -0.1536
H 1.24595 -0.74247 -0.03130 -0.1470 -0.1662 0.0360
C -3.76476 -1.40046 1.17847 -0.2179 -0.1393 0.1483
C -1.30663 1.47248 0.70101 -0.3719 0.3284 -0.3656
C 3.16886 0.27490 -1.30146 0.0207 -0.1069 -0.3458
H -5.67519 -0.70952 1.90651 -0.0638 -0.0035 0.0572
H 5.40085 0.81657 2.14433 -0.0279 0.0693 -0.0749
H -2.22838 4.10021 -1.26354 -0.0737 0.0705 -0.0772
H 0.05171 -0.49289 -2.69085 0.0584 0.1082 0.0715
C -1.59450 3.49971 -0.63122 0.2549 0.1119 0.0416
H 2.88154 1.30063 -1.05730 0.0583 0.0486 -0.0011
C -2.11739 2.28841 -0.13423 0.5521 -0.2991 0.4496
C -0.56958 -1.61176 -0.48734 0.2724 -0.1776 0.2708
C -0.32542 3.89306 -0.31435 -0.2094 0.0856 -0.1691
```
Positions in Å, forces in eV/Å.

Computed properties:
frontier orbital gap: 8.603 eV
DFT total energy: -55192.6972 eV
ΔE to the lowest compared entry with this formula, charge and spin: 2.52 kcal/mol
SMILES: O=C(CSc1c2c(nc3ccc(Cl)cc13)CCCC2)NCCCN1CCOCC1


# 2
The following is a quantum chemistry calculation of a 3-piece molecular cluster, C22H28F2N3 overall, from OMol25.

```
55
Properties=species:S:1:pos:R:3:forces:R:3
C -6.60315 -2.02186 -3.85261 0.0631 -0.0843 0.1139
H 3.52525 4.13590 -0.63187 0.1664 0.0777 -0.1027
C -7.24374 -1.43856 -2.76877 -0.1752 0.2265 -0.0104
H -4.24304 -2.42629 1.57537 0.0332 -0.0015 0.0181
H -7.95151 -0.63134 -2.90533 0.0060 -0.0045 0.0337
C 2.90197 0.07695 -0.48739 -0.0999 0.9625 -0.1484
F -1.32951 0.08928 3.89863 0.0620 0.0042 0.0042
C 0.84264 0.22795 1.06054 0.5912 0.9747 0.3501
H 4.60371 3.51593 -1.96772 -0.2176 0.2623 0.0661
H 1.89475 0.48094 -2.36607 0.1431 0.0979 0.1184
H 3.60905 0.08395 -2.52155 -0.1424 0.3415 -0.1091
C -3.90725 -1.44102 1.87058 0.0255 0.2241 -0.0061
N 5.92279 -1.40589 0.87524 -0.8459 -1.2423 0.4568
H 2.76400 1.02349 1.44195 -0.1080 0.3487 -0.1863
C 4.74083 2.85632 1.42249 -0.3595 0.0633 -0.3986
C 4.29781 -0.26214 0.00683 -2.3912 0.7856 -0.9331
H -2.71129 2.06571 2.95957 0.0074 -0.0237 0.0235
H -6.80421 -1.66203 -4.85298 -0.0311 0.0025 0.0220
H 5.23973 4.69506 -0.79977 -0.4646 0.1357 -0.0701
N 5.65979 1.76189 -0.62627 -1.5629 -0.2731 -1.2723
H 3.85782 -2.23028 0.82648 0.3587 -0.1202 0.0394
C -6.97075 -1.90050 -1.49606 0.2106 -0.2201 -0.3574
H 1.89038 1.94380 0.16307 0.1307 -0.1206 0.0903
H 5.22762 3.78733 1.74609 0.0015 -0.1854 -0.1444
C -3.05453 1.08908 2.64283 0.1394 0.2578 0.0730
C 4.55168 -1.43692 0.60426 1.3506 0.1940 0.0811
C -4.57566 -0.31239 1.41529 -0.1077 -0.0296 -0.1072
C -4.14783 0.95102 1.79941 0.0449 -0.1652 0.0092
H -4.66685 1.83055 1.44213 0.0073 0.0024 0.0350
C 5.01616 2.72033 -0.05325 -0.0903 0.3545 0.4393
H 0.60068 0.67673 2.03192 -0.2447 -0.2024 -0.1906
H -5.88026 -3.27364 -0.27463 -0.0670 0.0037 0.0031
H 3.09516 1.71669 -1.96444 0.1095 -0.1781 0.0032
H 6.46749 -2.14196 1.30245 -0.0252 0.0908 -0.0525
C 4.53748 3.86095 -0.93574 1.5675 -0.4878 0.3609
H -0.01815 0.38090 0.40551 0.1586 -0.3905 -0.0255
N 5.45987 0.49731 -0.06489 0.5217 -1.1889 1.6295
C -5.44784 -3.52144 -2.37084 -0.0673 0.1311 -0.0886
C 2.12388 0.94830 0.55598 -0.1138 -1.0503 0.1669
H 5.12166 2.03685 2.03508 -0.2174 0.0391 -0.1250
H -4.75331 -4.33663 -2.21550 -0.0141 0.0107 0.0285
H -5.43155 -0.41634 0.76071 0.0015 -0.0098 0.0297
H 1.08473 -0.82251 1.24825 -0.3657 0.0584 -0.1706
C 2.88234 0.64711 -1.92308 0.0235 -0.5225 0.1600
C 6.40778 -0.26530 0.46954 1.6366 1.5838 -0.4151
H 2.36536 -0.87812 -0.52874 0.3437 0.0325 0.0200
H -2.26686 -2.17412 3.06404 -0.0108 0.0257 0.0440
F -7.58599 -1.33252 -0.44112 0.0153 0.0216 0.0419
C -5.70793 -3.06400 -3.65509 0.0609 -0.0462 -0.0779
C -2.39751 -0.04287 3.08252 -0.3374 -0.0467 -0.2520
C -2.80639 -1.30679 2.70548 0.1689 -0.2367 0.0921
H 3.66846 3.02550 1.55992 0.2034 -0.1649 0.2663
C -6.07764 -2.93387 -1.28335 0.0341 -0.0424 0.2929
H -5.21281 -3.52088 -4.50216 -0.0201 0.0059 0.0100
H 7.43468 0.07437 0.51703 -0.1066 -0.2815 0.1208
```
Positions in Å, forces in eV/Å.

Computed properties:
charge: +1
frontier orbital gap: 7.679 eV
DFT total energy: -33166.0156 eV


# 3
The following is a quantum chemistry calculation of C22H28FN3O5S as an isolated structure, from OMol25.

```
60
Properties=species:S:1:pos:R:3:forces:R:3
H 1.97933 -2.69889 -0.83405 3.1582 -2.4424 1.3499
C -3.54440 -3.00797 -0.24232 1.2826 3.6863 -4.5362
H -0.73652 2.91368 2.46927 -1.8801 -1.7284 -3.5962
C 4.45093 0.46415 0.78948 1.0418 4.7237 3.9879
H -4.26893 -3.75184 -0.02416 0.4111 -1.5772 0.1833
C 1.20007 -2.07819 -0.89193 -4.3523 2.2912 -6.7679
H -3.43898 -2.81361 -1.46236 -0.9528 -0.7096 3.0958
N -4.19718 -1.77396 0.29057 -1.3122 -0.7204 -5.6909
C -2.00935 -3.03751 0.18424 -6.6582 0.9448 5.4808
C 1.10034 3.40665 -1.10490 -3.2199 0.0223 -0.6788
H -3.77286 -1.51563 1.09480 0.8253 1.9607 3.1080
O -1.50250 -0.92630 -0.95007 -2.0199 1.7478 -3.6137
H 0.85544 2.44986 -1.78723 1.6084 1.8511 1.4332
H 6.44134 1.04943 1.39141 -0.5471 -0.5853 0.4729
F 7.86779 -0.54367 0.39868 -0.2241 -0.1642 -1.1241
H 2.00428 0.52370 2.05365 0.6487 -0.9466 -1.2561
H -3.42251 1.29134 -1.41485 -4.7616 -2.6768 -6.4910
N 2.29443 -0.12240 -0.08882 6.5483 0.3294 -1.0375
H -2.17727 -3.41287 1.21111 0.7375 0.2614 0.3458
H 1.84142 -1.96925 1.61365 2.3439 -2.8578 0.7027
C -4.82119 -0.86578 -0.62914 4.2641 -15.5913 -9.4345
H -1.57226 -3.82795 -0.19718 3.0917 -2.9686 -2.8174
C -5.33752 0.14897 -0.12583 1.2435 16.9807 0.0433
C 4.46881 -1.02899 -0.98305 0.1374 -1.8896 -0.0548
H -6.13455 0.15735 0.35611 -7.8529 -1.4179 3.4393
C -3.45486 1.30801 0.85879 4.5459 3.1916 -6.6787
N 0.35818 -1.87655 0.11547 -3.6850 0.6138 11.2349
H -1.20795 2.10330 -1.82999 0.3428 0.3392 -2.0401
C -1.40095 2.39616 1.38280 1.0998 2.3125 7.7160
C -2.70220 1.89470 1.80576 1.2806 -0.3350 -0.7633
H 0.38300 5.51656 -1.16881 0.6612 0.3355 0.9821
H 0.37061 -1.45744 2.30645 -0.8921 -0.0668 0.6894
S -1.35270 -1.45403 0.32780 7.0059 -5.4326 -9.4109
C -2.87049 1.54144 -0.71124 4.0351 2.4297 10.4850
H -2.99187 1.82773 2.84676 0.2157 0.2685 0.0111
H 2.04540 3.69331 -0.67116 1.3647 -0.4197 -1.6518
O -5.14263 -1.27774 -1.92969 2.0793 2.3658 7.3987
C 5.80327 -1.26393 -0.98558 0.1192 6.3045 6.2617
O 0.51718 3.29633 0.13731 -4.7559 -3.4495 2.8952
C 5.83397 0.30326 0.85056 -0.7242 4.6978 2.8271
H 0.86467 -0.22719 -1.40730 -14.2599 6.8916 -2.7887
C 6.55276 -0.41904 0.06963 -0.1272 -5.2487 -4.0399
H 6.35559 -1.87938 -1.47859 2.7656 -3.8747 -3.5918
H 2.29210 -0.84016 -2.13807 -0.0211 1.8787 0.0028
H -5.50953 1.12160 -0.84789 0.1495 -2.9622 0.6318
H 0.85171 0.55697 0.79162 -1.0939 0.4366 1.0856
C 0.99567 -1.43682 1.45806 0.3732 1.8104 -2.8387
H 0.46646 -2.67383 -1.65853 1.8651 1.6187 0.5791
O -1.62802 -0.69491 1.39328 -1.3648 2.7809 7.1569
C 1.65385 -0.53974 -1.29873 13.5275 -10.5434 2.9042
H 1.02372 4.75514 -2.48328 2.7916 1.5908 -5.2874
C 1.65429 -0.07624 1.16514 -4.1074 1.4161 0.0115
C -1.67322 2.14959 -0.90471 0.8517 -0.1138 2.3561
H 4.01882 1.45473 1.44341 0.8688 -3.3845 -1.9135
H 3.82801 -1.64123 -1.54557 -0.2367 -0.7980 -1.2391
O -4.66000 0.92639 0.92262 -2.8103 -2.4464 2.2617
C 0.40649 4.61777 -1.74916 -2.7266 -1.0347 2.7822
H -0.67305 4.56224 -2.01332 0.8674 -0.8714 -0.2676
C -0.83398 2.61187 0.22119 1.1160 0.5698 -2.7823
C 3.78152 -0.29811 -0.03763 -4.6826 0.6059 -1.5231
```
Positions in Å, forces in eV/Å.

Computed properties:
frontier orbital gap: 7.374 eV
DFT total energy: -51509.1754 eV
ΔE to the lowest compared entry with this formula, charge and spin: 477.48 kcal/mol